{"formula": "C42H59CrN7O2S", "method": "ωB97M-V/def2-TZVPD", "charge": 1, "homo_lumo_gap_ev": [5.95, 5.55], "homo_ev": [-10.02, -10.04], "relative_energy_kcal_mol": 16.7, "spin_multiplicity": 4, "s_squared": 4.22, "symbols": ["Cr", "C", "C", "C", "C", "C", "C", "C", "N", "C", "C", "C", "C", "C", "C", "O", "C", "C", "C", "C", "C", "C", "C", "C", "C", "O", "C", "C", "C", "C", "C", "C", "H", "H", "H", "H", "H", "H", "H", "H", "H", "H", "H", "H", "H", "H", "H", "H", "H", "H", "H", "H", "H", "H", "H", "H", "H", "H", "H", "H", "H", "H", "H", "H", "H", "H", "H", "H", "H", "H", "H", "H", "C", "C", "N", "N", "C", "N", "S", "C", "C", "C", "C", "C", "N", "H", "H", "H", "H", "H", "H", "H", "H", "H", "N", "C", "N", "C", "C", "C", "C", "C", "H", "H", "H", "H", "H", "H", "H", "H", "H", "H"], "coordinates": [[-1.681835, 0.172422, -0.647063], [3.793249, -4.684923, -1.774880], [3.802698, -3.552872, -0.735602], [3.730454, -4.180722, 0.657142], [5.114041, -2.755238, -0.843426], [2.649767, -2.598978, -1.008921], [1.665695, -2.347989, -0.092895], [0.646464, -1.428092, -0.399428], [-0.436486, -1.085125, 0.305763], [-0.840419, -1.403144, 1.556363], [-0.099507, -1.920547, 2.628225], [-0.713783, -2.150539, 3.835258], [-2.112701, -1.917631, 3.953680], [-2.894942, -1.372756, 2.966902], [-2.238034, -1.043820, 1.744047], [-2.809485, -0.439743, 0.766291], [-4.380414, -1.074774, 3.149194], [-4.885625, -1.520702, 4.521631], [-4.614325, 0.442266, 3.021227], [-5.185251, -1.815672, 2.066736], [0.041320, -2.631443, 5.064633], [-0.508901, -3.998431, 5.502430], [1.542863, -2.770451, 4.805621], [-0.158981, -1.618554, 6.205404], [0.649181, -0.723219, -1.678019], [-0.304735, 0.114504, -1.828836], [1.647973, -1.027874, -2.647013], [2.601019, -1.939928, -2.269309], [1.705701, -0.443751, -4.066385], [3.070664, 0.236819, -4.260124], [0.613837, 0.588030, -4.370313], [1.558850, -1.601949, -5.066104], [4.615494, -5.373082, -1.576351], [3.911748, -4.307983, -2.790658], [2.857790, -5.243676, -1.724926], [4.593120, -4.830447, 0.803412], [2.833187, -4.791415, 0.771605], [3.752473, -3.420626, 1.440409], [5.966769, -3.401002, -0.630885], [5.117393, -1.931781, -0.127584], [5.249428, -2.340532, -1.842223], [1.632406, -2.880349, 0.844338], [0.960034, -2.084738, 2.511051], [-2.583951, -2.164634, 4.893626], [-4.382051, -0.980909, 5.325973], [-4.747103, -2.593166, 4.669224], [-5.951874, -1.308753, 4.593950], [-4.051746, 0.982387, 3.786299], [-5.674622, 0.662563, 3.152311], [-4.309876, 0.806216, 2.043499], [-5.040530, -2.894090, 2.151476], [-4.884693, -1.504550, 1.069183], [-6.247666, -1.599667, 2.186295], [-0.371666, -4.741366, 4.715723], [-1.570995, -3.949311, 5.742666], [0.022216, -4.334578, 6.393400], [1.746520, -3.526075, 4.044782], [2.042087, -3.081748, 5.722768], [1.979709, -1.819845, 4.494414], [-1.204892, -1.543471, 6.502399], [0.184790, -0.626674, 5.906944], [0.413035, -1.931772, 7.079142], [3.365245, -2.188848, -2.992519], [3.247053, 0.964703, -3.466693], [3.100859, 0.755687, -5.219231], [3.884993, -0.487742, -4.244956], [0.669009, 1.438610, -3.690929], [-0.380169, 0.151445, -4.291691], [0.741996, 0.951965, -5.391756], [2.351174, -2.339925, -4.939921], [1.610132, -1.220699, -6.087032], [0.600428, -2.105060, -4.930653], [-3.562112, 3.787343, -1.985103], [-2.799657, 2.722149, -1.273071], [-2.728897, 1.490794, -1.693365], [-3.320238, 1.191081, -2.862480], [-3.374558, -0.086596, -3.149298], [-3.887787, -0.452289, -4.330935], [-2.880752, -1.343929, -2.052464], [-2.111099, 2.946719, -0.018658], [-2.049802, 4.173924, 0.639101], [-1.427589, 4.253753, 1.868755], [-0.871717, 3.103913, 2.415065], [-0.939697, 1.929702, 1.694989], [-1.535570, 1.844724, 0.506129], [-4.003980, 3.366869, -2.881431], [-2.909393, 4.618160, -2.260013], [-4.353752, 4.176327, -1.341589], [-4.280288, 0.252094, -4.932873], [-4.060529, -1.422201, -4.518747], [-2.495797, 5.047186, 0.184335], [-1.368474, 5.193986, 2.399744], [-0.386882, 3.117621, 3.379960], [-0.496043, 1.024079, 2.081371], [1.220038, 1.704250, -0.108262], [1.581317, 2.660553, -0.655885], [1.978532, 3.742004, -1.285542], [1.172916, 4.966658, -1.244249], [1.820670, 6.035166, -2.116000], [2.090369, 5.490767, -3.520570], [2.949634, 4.203789, -3.483258], [3.224645, 3.758250, -2.049365], [1.073718, 5.318190, -0.212337], [0.167666, 4.747107, -1.621486], [2.749973, 6.381571, -1.660870], [1.145180, 6.889149, -2.169111], [2.586607, 6.258272, -4.113526], [1.133764, 5.279774, -4.002884], [3.908054, 4.364574, -3.978081], [2.433318, 3.400607, -4.011048], [3.936702, 4.434852, -1.569497], [3.655908, 2.758823, -2.026562]], "forces_ev_per_a": [[-1.10, -0.92, 0.44], [-0.01, 0.07, 0.05], [0.12, -0.07, -0.04], [-0.03, 0.07, -0.09], [-0.07, -0.05, 0.01], [-0.08, -0.07, 0.32], [0.10, -0.21, 0.18], [0.13, 0.34, -0.47], [0.11, -0.32, 0.45], [-0.29, 0.04, -0.29], [0.23, -0.24, 0.34], [0.45, -0.04, -0.22], [-0.45, 0.21, -0.35], [-0.10, -0.07, 0.48], [0.16, 0.17, -0.58], [-1.00, -0.38, 1.43], [-0.07, 0.06, -0.13], [0.10, 0.02, -0.10], [0.06, -0.07, 0.02], [0.09, 0.04, 0.03], [0.08, -0.05, 0.13], [0.01, 0.07, -0.07], [-0.13, 0.02, -0.03], [-0.01, -0.02, -0.09], [-0.17, -0.33, 0.57], [1.63, 0.34, -1.86], [0.16, 0.00, -0.21], [-0.31, 0.32, -0.08], [-0.01, 0.03, 0.00], [-0.07, -0.07, 0.02], [0.02, -0.05, 0.04], [0.02, 0.08, 0.05], [0.02, -0.02, -0.02], [0.00, -0.01, -0.03], [-0.01, -0.02, -0.01], [0.01, -0.01, 0.00], [-0.02, 0.01, 0.05], [-0.02, -0.01, 0.03], [0.01, -0.02, 0.00], [0.04, 0.02, 0.01], [0.04, 0.02, -0.01], [0.07, -0.02, -0.05], [-0.03, 0.02, 0.04], [0.03, 0.01, 0.03], [-0.02, -0.02, 0.05], [-0.02, -0.01, 0.04], [-0.01, 0.00, 0.01], [-0.03, 0.02, 0.03], [-0.01, 0.00, 0.04], [-0.01, 0.03, -0.04], [-0.03, -0.02, 0.01], [-0.02, -0.01, -0.04], [-0.02, -0.02, 0.03], [0.00, -0.03, 0.00], [-0.01, -0.02, 0.02], [-0.01, -0.03, 0.02], [0.04, 0.01, -0.03], [0.00, -0.01, 0.01], [0.05, -0.01, -0.02], [-0.01, 0.02, 0.02], [0.01, 0.02, 0.02], [0.00, 0.00, 0.02], [0.04, -0.02, 0.01], [0.02, 0.04, 0.00], [0.00, -0.02, -0.03], [0.05, 0.03, 0.01], [-0.04, 0.04, 0.00], [-0.04, 0.04, 0.02], [0.07, -0.03, -0.01], [0.00, -0.03, -0.04], [0.00, 0.00, -0.02], [-0.02, 0.00, -0.02], [0.11, -0.01, 0.06], [-0.26, -0.54, -0.73], [-0.54, 0.83, -0.22], [-0.27, 0.44, -0.85], [0.26, -0.43, 0.81], [-0.05, 0.19, -0.08], [0.13, -0.20, -0.18], [0.32, 0.03, 0.70], [-0.19, -0.10, -0.35], [0.21, -0.25, 0.16], [-0.12, 0.27, 0.05], [-0.07, -0.05, -0.04], [0.42, 0.80, 0.54], [-0.01, 0.06, -0.01], [0.00, 0.03, 0.02], [0.02, 0.03, 0.01], [-0.02, -0.02, 0.01], [0.03, -0.02, -0.02], [-0.05, -0.02, 0.00], [-0.04, 0.03, -0.01], [0.03, -0.02, -0.01], [0.07, -0.01, -0.03], [0.38, 0.21, 0.07], [-0.04, -0.21, 0.11], [0.06, 0.14, -0.07], [-0.15, 0.18, 0.09], [-0.08, -0.18, -0.15], [0.08, -0.01, 0.11], [-0.01, 0.06, 0.10], [0.13, 0.01, -0.23], [0.01, -0.05, -0.02], [0.02, -0.01, 0.00], [-0.03, 0.05, 0.05], [0.04, 0.03, 0.05], [-0.06, 0.00, -0.04], [0.00, 0.03, -0.02], [-0.01, -0.04, -0.05], [0.07, -0.04, -0.01], [0.01, -0.07, 0.03], [-0.03, 0.01, 0.05]]}